{
  "formula": "C3H3CuO3",
  "method": "ωB97M-V/def2-TZVPD",
  "total_charge": 1,
  "spin_multiplicity": 2,
  "lumo_energy_ev": [-5.853, -7.897],
  "homo_energy_ev": [-14.687, -14.686],
  "orbital_gap_ev": [8.8346, 6.7890],
  "elements": ["O", "O", "C", "O", "C", "H", "C", "H", "H", "Cu"],
  "xyz": [[0.171414, -1.606926, 0.961495], [-1.580132, -0.535486, -1.238082], [-0.981656, 0.497278, -0.782303], [-0.481920, 1.339658, -1.554180], [0.582913, 0.559842, -0.100840], [0.718805, 1.489579, 0.481688], [0.750555, -0.532817, 0.902475], [1.286539, -0.204901, 1.814136], [1.462739, 0.505063, -0.760290], [-1.929257, -1.511289, 0.275902]],
  "forces_ev_per_a": [[0.4, 1.1, -0.4], [-0.2, 2.4, 2.0], [2.9, -2.8, -5.3], [-1.5, 2.0, 0.3], [0.5, 0.5, 2.0], [-0.4, -0.3, -0.5], [-1.6, -1.4, 1.8], [0.7, -0.2, -0.5], [-0.7, -0.1, -0.5], [-0.2, -1.3, 1.1]],
  "mulliken_spin": [0.023, 0.083, 0.046, 0.611, 0.137, -0.009, 0.052, 0.024, 0.008, 0.024]
}


{
  "formula": "C22H25CuN3O3",
  "method": "ωB97M-V/def2-TZVPD",
  "total_charge": 1,
  "spin_multiplicity": 1,
  "lumo_energy_ev": -3.450,
  "homo_energy_ev": -10.270,
  "orbital_gap_ev": 6.8201,
  "elements": ["C", "C", "H", "H", "C", "C", "H", "H", "C", "H", "H", "H", "C", "H", "H", "H", "Cu", "O", "C", "O", "C", "O", "N", "C", "C", "H", "H", "H", "H", "C", "C", "H", "H", "H", "C", "C", "C", "C", "N", "C", "C", "C", "C", "C", "C", "N", "H", "H", "H", "H", "H", "H", "H", "H"],
  "xyz": [[5.513087, 1.832800, -0.495792], [6.008214, 2.053671, -1.744844], [6.206793, 1.739860, 0.339338], [4.451376, 1.821156, -0.283423], [5.134009, 2.162659, -2.895214], [3.809885, 1.848163, -2.810592], [3.364272, 1.439886, -1.909143], [3.179877, 1.947481, -3.693018], [7.502238, 2.194325, -1.957699], [8.011183, 2.131558, -0.992610], [7.755744, 3.154576, -2.423874], [7.903665, 1.402882, -2.604373], [5.728438, 2.622782, -4.210938], [6.563881, 1.983642, -4.524000], [6.108962, 3.651739, -4.157238], [4.956952, 2.588514, -4.984107], [-2.348194, -1.182647, 0.956274], [-0.673988, -0.231133, 0.772341], [-0.441988, 0.951050, 0.395602], [-3.363204, 0.376000, 0.207131], [-2.848854, 1.495733, 0.056407], [-3.606608, 2.536100, -0.245697], [-1.505838, 1.840843, 0.147359], [-2.768600, 3.733861, -0.311168], [-1.347855, 3.285692, -0.114755], [-3.094981, 4.410170, 0.489434], [-2.915405, 4.204276, -1.290373], [-0.886330, 3.790036, 0.742975], [-0.751341, 3.425647, -1.023190], [0.923253, 1.441967, 0.295564], [1.997274, 0.674984, 0.638092], [1.050077, 2.495241, 0.008923], [1.901292, -0.364390, 0.966923], [2.994318, 1.117815, 0.677417], [-3.348700, -4.496710, -1.492749], [-3.993105, -5.354695, -0.587516], [-4.119767, -4.943100, 0.737692], [-3.613893, -3.693145, 1.132497], [-2.962533, -2.876125, 0.252128], [-2.853322, -3.266723, -1.040171], [-3.723980, -3.131850, 2.463274], [-4.339712, -3.759738, 3.557579], [-4.415101, -3.094484, 4.779888], [-3.858501, -1.808455, 4.876825], [-3.241557, -1.237858, 3.755118], [-3.161781, -1.892391, 2.573283], [-3.221013, -4.767679, -2.541909], [-4.388191, -6.319824, -0.917807], [-4.604401, -5.558239, 1.488678], [-2.350157, -2.565487, -1.704573], [-4.740903, -4.757297, 3.411121], [-4.897202, -3.562521, 5.641804], [-3.889605, -1.244366, 5.809950], [-2.788178, -0.246254, 3.783156]],
  "forces_ev_per_a": [[1.1, 0.5, -1.0], [0.2, -0.4, 2.1], [-0.3, 0.0, -0.1], [0.3, 0.0, -0.1], [-2.1, -0.2, -0.9], [1.4, 0.3, -0.6], [0.0, 0.1, -0.2], [0.1, 0.0, 0.2], [-0.1, -0.2, 0.2], [0.0, 0.0, -0.2], [-0.1, -0.2, 0.1], [-0.1, 0.1, 0.1], [-0.2, 0.0, 0.0], [-0.2, 0.1, 0.1], [-0.1, -0.2, 0.1], [0.2, 0.0, 0.0], [0.4, 0.1, 0.0], [1.0, 2.8, -1.1], [-1.3, -2.6, 1.1], [0.9, 2.8, -0.6], [-1.4, -2.6, 0.3], [1.0, 0.7, 0.0], [0.5, 0.0, 0.0], [-1.1, 0.5, -0.1], [0.9, -0.6, 0.0], [0.0, -0.2, -0.3], [-0.1, -0.2, 0.3], [0.0, -0.2, -0.3], [0.0, 0.1, 0.3], [1.5, 0.1, 0.3], [-1.2, 0.8, 0.0], [0.2, -0.6, 0.1], [-0.1, 0.4, -0.2], [-0.4, -0.2, -0.2], [0.0, 0.2, 0.2], [0.3, 0.5, -0.1], [0.2, 0.5, 0.1], [0.5, -0.4, -2.1], [-0.7, -1.9, -1.3], [-0.4, -0.6, 0.9], [0.3, 1.2, 1.7], [0.2, 0.3, -0.4], [0.3, 0.4, -0.3], [0.0, 0.0, -0.2], [-0.4, -1.1, -0.2], [-0.9, -0.4, 2.1], [-0.1, 0.1, 0.4], [0.2, 0.4, 0.2], [0.0, 0.0, -0.3], [-0.1, -0.2, 0.1], [0.0, 0.2, 0.3], [0.2, 0.2, -0.3], [0.0, -0.2, -0.3], [-0.1, -0.3, 0.1]],
  "nbo_charge": [-0.379, -0.013, 0.201, 0.166, -0.014, -0.388, 0.181, 0.196, -0.640, 0.222, 0.224, 0.222, -0.640, 0.224, 0.221, 0.220, 0.938, -0.646, 0.681, -0.651, 0.914, -0.433, -0.474, -0.090, -0.247, 0.214, 0.220, 0.227, 0.223, -0.366, -0.197, 0.226, 0.230, 0.217, -0.240, -0.148, -0.207, 0.162, -0.543, 0.073, 0.152, -0.204, -0.148, -0.237, 0.059, -0.533, 0.238, 0.239, 0.226, 0.211, 0.227, 0.239, 0.237, 0.209]
}


{
  "formula": "C30H39GeN2O2ReS3",
  "method": "ωB97M-V/def2-TZVPD",
  "total_charge": 1,
  "spin_multiplicity": 2,
  "lumo_energy_ev": [-2.637, -2.646],
  "homo_energy_ev": [-9.335, -8.975],
  "orbital_gap_ev": [6.6980, 6.3293],
  "elements": ["Re", "C", "C", "S", "C", "C", "S", "C", "C", "S", "H", "H", "H", "H", "H", "H", "H", "H", "H", "H", "H", "H", "N", "C", "C", "N", "C", "C", "H", "H", "H", "H", "H", "H", "H", "H", "H", "H", "H", "O", "C", "O", "H", "C", "Ge", "C", "C", "C", "C", "C", "C", "C", "C", "C", "C", "C", "C", "C", "C", "C", "C", "C", "C", "H", "H", "H", "H", "H", "H", "H", "H", "H", "H", "H", "H", "H", "H", "H"],
  "xyz": [[0.525292, 0.258565, 0.554355], [0.551274, 3.478795, -1.022834], [1.467251, 3.666298, 0.176407], [1.646995, 2.184450, 1.244243], [0.843809, 2.773954, 2.763332], [-0.662973, 2.836305, 2.662644], [-1.335760, 1.240292, 2.071583], [-2.525324, 1.806009, 0.825131], [-1.935156, 2.112568, -0.548091], [-1.216817, 3.769946, -0.741470], [0.684008, 2.480285, -1.448697], [0.834351, 4.192645, -1.796984], [1.145853, 4.504893, 0.794373], [2.478059, 3.874753, -0.178032], [1.253832, 3.753917, 3.010254], [1.167062, 2.068772, 3.529141], [-0.970830, 3.603033, 1.954924], [-1.108995, 3.037601, 3.635561], [-3.047738, 2.673412, 1.230678], [-3.255196, 1.005823, 0.726913], [-2.740658, 2.033152, -1.280529], [-1.188635, 1.357811, -0.844924], [-2.161173, -3.381065, -0.717465], [-2.498507, -2.812777, -2.065303], [-2.611957, -1.301122, -1.895480], [-3.574753, -0.915814, -0.878569], [-3.301183, -1.558212, 0.395146], [-3.224349, -3.078119, 0.296670], [-1.289673, -2.898354, -0.381939], [-1.988571, -4.381555, -0.777562], [-3.433674, -3.268421, -2.391320], [-1.701615, -3.088124, -2.754626], [-2.863757, -0.836307, -2.846722], [-1.622285, -0.940934, -1.589209], [-4.527863, -1.068318, -1.184771], [-4.041541, -1.266232, 1.137800], [-2.310660, -1.228101, 0.728542], [-4.155760, -3.527848, -0.047743], [-2.927087, -3.532158, 1.240843], [2.180314, -2.148550, 0.215691], [1.026286, -2.634225, 0.252382], [-0.036136, -1.953341, 0.314986], [0.970881, -3.726542, 0.229077], [2.173996, -0.541113, 0.221233], [4.090748, -0.117905, 0.124667], [4.243222, 1.651114, -0.700970], [5.041734, 2.674043, -0.193595], [5.158553, 3.884915, -0.865709], [4.488304, 4.084293, -2.065887], [3.700956, 3.068256, -2.591502], [3.578834, 1.864583, -1.909720], [4.967157, -1.361034, -1.102359], [6.337223, -1.600565, -1.003305], [6.989263, -2.405866, -1.927299], [6.278366, -2.980255, -2.971353], [4.916072, -2.742840, -3.089545], [4.268313, -1.940025, -2.160639], [4.913021, -0.204378, 1.892075], [4.811412, 0.858868, 2.790356], [5.347511, 0.766038, 4.066957], [5.991904, -0.396817, 4.467235], [6.095883, -1.464116, 3.587254], [5.560884, -1.366358, 2.309429], [5.584531, 2.529978, 0.734059], [5.783225, 4.669883, -0.457970], [4.589226, 5.023525, -2.594611], [3.189195, 3.212074, -3.535778], [2.961553, 1.074826, -2.328540], [6.909155, -1.154219, -0.196311], [8.053453, -2.582432, -1.833782], [6.785467, -3.607390, -3.693416], [4.360303, -3.181537, -3.909603], [3.203844, -1.756665, -2.266397], [4.304402, 1.770360, 2.492517], [5.267029, 1.603152, 4.749430], [6.414584, -0.468813, 5.461195], [6.598302, -2.373090, 3.893472], [5.655014, -2.206990, 1.630467]],
  "forces_ev_per_a": [[-0.1, -0.1, 0.1], [0.0, -0.1, 0.0], [0.0, 0.0, 0.0], [-0.1, 0.1, 0.0], [0.0, 0.0, 0.0], [0.1, 0.0, 0.0], [0.1, -0.1, -0.1], [0.0, 0.0, 0.0], [0.0, 0.0, 0.0], [0.0, 0.0, 0.0], [0.0, 0.0, 0.0], [0.0, 0.0, 0.0], [0.0, 0.0, 0.0], [0.0, 0.0, 0.0], [0.0, 0.0, 0.0], [0.0, 0.0, 0.0], [0.0, 0.0, 0.0], [0.0, 0.0, 0.0], [0.0, 0.0, 0.0], [0.0, 0.0, 0.0], [0.0, 0.0, 0.0], [0.0, 0.0, 0.0], [0.0, 0.0, -0.1], [0.0, 0.0, 0.0], [0.0, -0.1, 0.0], [0.0, 0.0, 0.0], [0.1, -0.2, -0.1], [0.0, 0.0, 0.0], [0.1, -0.1, 0.1], [0.0, 0.0, 0.0], [0.0, 0.0, 0.0], [0.0, 0.0, 0.0], [0.0, 0.0, 0.0], [0.0, 0.2, 0.0], [0.0, 0.0, 0.0], [0.0, 0.0, 0.0], [-0.1, 0.2, 0.1], [0.0, 0.0, 0.0], [0.0, 0.0, 0.0], [-0.1, 0.0, 0.0], [0.1, 0.0, 0.1], [0.0, 0.1, -0.1], [0.0, 0.0, 0.0], [0.1, 0.0, 0.0], [0.0, 0.0, 0.0], [0.0, 0.0, 0.0], [0.0, 0.0, 0.0], [0.0, 0.0, 0.0], [0.0, 0.0, 0.0], [0.0, 0.0, 0.0], [0.0, 0.0, 0.0], [0.0, 0.0, 0.1], [0.0, 0.0, 0.0], [0.0, 0.0, 0.0], [0.0, 0.0, 0.0], [0.0, 0.0, 0.0], [0.0, 0.0, 0.0], [0.0, 0.0, -0.1], [0.0, 0.0, 0.0], [0.0, 0.0, 0.0], [0.0, 0.0, 0.0], [0.0, 0.0, 0.0], [0.0, 0.0, 0.0], [0.0, 0.0, 0.0], [0.0, 0.0, 0.0], [0.0, 0.0, 0.0], [0.0, 0.0, 0.0], [0.0, 0.0, 0.0], [0.0, 0.0, 0.0], [0.0, 0.0, 0.0], [0.0, 0.0, 0.0], [0.0, 0.0, 0.0], [0.0, 0.0, 0.0], [0.0, 0.0, 0.0], [0.0, 0.0, 0.0], [0.0, 0.0, 0.0], [0.0, 0.0, 0.0], [0.0, 0.0, 0.0]],
  "mulliken_spin": [1.199, 0.043, -0.007, -0.050, 0.019, -0.003, 0.000, -0.008, 0.017, 0.000, -0.033, 0.000, 0.001, -0.001, -0.002, -0.005, -0.001, 0.000, 0.002, -0.003, 0.001, 0.039, 0.002, 0.000, -0.002, 0.000, 0.010, 0.000, -0.002, 0.000, 0.000, 0.000, 0.001, 0.006, 0.000, 0.000, -0.003, 0.000, 0.000, -0.009, -0.047, 0.041, -0.002, -0.187, -0.051, -0.013, 0.000, 0.000, 0.000, 0.006, 0.048, 0.005, 0.000, 0.000, 0.000, -0.001, -0.003, -0.004, 0.003, -0.001, 0.000, 0.000, -0.001, 0.000, 0.000, 0.000, 0.000, -0.010, 0.000, 0.000, 0.000, 0.000, 0.000, 0.003, 0.000, 0.000, 0.000, 0.000]
}


{
  "formula": "C26H35INOSSbSe4SiW",
  "method": "ωB97M-V/def2-TZVPD",
  "total_charge": 0,
  "spin_multiplicity": 1,
  "lumo_energy_ev": [-1.369, -1.369],
  "homo_energy_ev": [-7.497, -7.497],
  "orbital_gap_ev": [6.1282, 6.1277],
  "elements": ["W", "Se", "Sb", "Se", "Se", "Se", "O", "S", "C", "C", "C", "C", "C", "C", "C", "C", "C", "C", "C", "C", "H", "H", "H", "H", "H", "H", "H", "H", "H", "H", "C", "Si", "C", "C", "C", "C", "C", "C", "C", "C", "H", "H", "H", "H", "H", "H", "H", "H", "H", "H", "H", "H", "H", "H", "H", "H", "H", "H", "H", "H", "H", "I", "C", "C", "C", "C", "C", "N", "H", "H", "H", "H"],
  "xyz": [[1.532595, 0.086795, 0.390028], [4.461524, -4.793053, -0.173080], [4.898936, -2.622616, -0.971748], [1.411042, -1.985194, 1.369690], [4.113419, -0.405940, -0.115814], [6.634688, -2.016803, -2.455469], [0.039025, 0.853667, 1.630437], [0.215362, 0.673319, 3.166451], [-1.138651, -0.406929, 3.606311], [-2.136425, -0.716422, 2.701561], [-3.153865, -1.570300, 3.100218], [-3.164298, -2.094523, 4.385475], [-2.152552, -1.770701, 5.280692], [-1.127103, -0.924636, 4.892638], [-0.367755, 2.221630, 3.802712], [0.538703, 2.933609, 4.570510], [0.158208, 4.171843, 5.078321], [-1.100519, 4.673253, 4.797744], [-1.996382, 3.946977, 4.016732], [-1.640008, 2.710440, 3.516522], [-2.110234, -0.307271, 1.702338], [-3.936373, -1.832577, 2.400384], [-3.957390, -2.763281, 4.691780], [-2.157990, -2.187099, 6.278982], [-0.324119, -0.680107, 5.578378], [1.528580, 2.537373, 4.753618], [0.851157, 4.742531, 5.681257], [-1.389146, 5.639318, 5.190672], [-2.978742, 4.348361, 3.804991], [-2.334129, 2.129012, 2.923753], [1.173133, -3.271862, -1.750800], [0.629990, -1.459662, -1.727196], [1.080285, -0.862698, -3.526894], [2.598637, -0.621720, -3.630168], [0.345563, 0.410993, -3.983659], [0.783402, -1.966183, -4.555947], [-1.297979, -1.552395, -1.459356], [-1.618714, -2.553054, -0.342850], [-1.985340, -2.078812, -2.730444], [-1.929742, -0.197798, -1.126530], [0.498488, -3.820762, -2.413744], [1.143918, -3.737125, -0.770455], [2.180375, -3.414087, -2.135314], [2.998895, 0.069329, -2.898343], [2.856105, -0.244193, -4.625623], [3.136465, -1.573524, -3.524908], [0.546010, 1.277610, -3.358825], [-0.738256, 0.274388, -4.006689], [0.661980, 0.669671, -4.999156], [1.332416, -2.883890, -4.344925], [1.121709, -1.602189, -5.532572], [-0.273078, -2.206447, -4.642851], [-1.221407, -3.540251, -0.575011], [-2.706003, -2.651509, -0.236343], [-1.214260, -2.255208, 0.625173], [-1.594388, -3.050015, -3.038726], [-1.899686, -1.395865, -3.574059], [-3.051834, -2.209083, -2.514596], [-1.524552, 0.243611, -0.213743], [-3.012110, -0.319455, -0.992170], [-1.773502, 0.509938, -1.944124], [3.043061, 2.016117, 1.777211], [1.832742, 1.501293, -1.152147], [2.425166, 2.507377, -1.914193], [1.631082, 3.584179, -2.251584], [0.287619, 3.646551, -1.837374], [-0.215073, 2.627990, -1.073149], [0.587326, 1.600860, -0.768865], [3.464932, 2.446829, -2.204265], [2.038988, 4.401746, -2.831997], [-0.332992, 4.490005, -2.101425], [-1.226931, 2.598624, -0.687447]],
  "forces_ev_per_a": [[0.5, -1.2, -0.2], [-0.1, 0.3, 0.0], [0.3, 0.1, -0.1], [0.0, 0.2, -0.3], [-0.4, -0.1, 0.0], [-0.3, -0.2, 0.2], [0.0, 0.0, 0.3], [-0.2, -0.1, 0.1], [0.1, 0.2, 0.0], [0.0, 0.0, 0.0], [-0.1, -0.1, 0.0], [0.0, 0.0, 0.0], [0.0, 0.0, 0.0], [0.0, 0.0, 0.0], [-0.1, 0.0, 0.0], [-0.1, 0.2, 0.1], [0.1, -0.1, 0.0], [0.0, 0.0, 0.0], [-0.1, 0.1, 0.0], [0.2, -0.1, 0.1], [0.0, 0.0, 0.0], [0.0, 0.0, 0.0], [0.0, 0.0, 0.0], [0.0, 0.0, 0.0], [0.0, 0.0, 0.0], [0.0, 0.0, 0.0], [0.0, 0.0, 0.0], [0.0, 0.0, 0.0], [0.0, 0.0, 0.0], [0.0, 0.0, 0.0], [-0.1, 0.2, 0.1], [0.2, 0.0, 0.0], [0.2, 0.4, 0.1], [0.0, -0.4, 0.0], [-0.1, -0.1, 0.1], [0.0, 0.1, -0.1], [0.0, 0.1, 0.0], [0.0, 0.1, 0.0], [0.0, 0.0, 0.1], [-0.1, -0.1, -0.1], [0.0, 0.0, 0.0], [0.0, -0.1, 0.1], [0.1, 0.0, -0.1], [0.0, 0.1, 0.2], [-0.1, 0.0, 0.0], [0.0, 0.2, 0.1], [0.1, 0.0, 0.0], [0.0, 0.0, 0.0], [0.0, 0.0, 0.0], [0.0, 0.0, 0.0], [0.0, -0.1, 0.0], [0.0, 0.0, 0.0], [0.0, -0.1, 0.0], [0.0, 0.0, 0.0], [0.0, 0.0, -0.1], [0.0, 0.0, 0.0], [0.0, 0.0, 0.0], [0.0, 0.0, 0.0], [0.0, 0.0, -0.1], [0.0, 0.0, 0.0], [-0.1, 0.0, 0.1], [0.1, 0.3, 0.1], [0.2, 0.4, -0.1], [0.1, -0.2, -0.1], [-0.2, 0.0, 0.1], [0.3, 0.2, -0.2], [-0.2, -0.3, 0.4], [-0.2, 0.3, -0.3], [0.0, 0.0, 0.0], [0.0, 0.0, 0.0], [0.0, 0.0, 0.0], [0.0, 0.1, 0.0]],
  "mulliken_charge": [0.035, -0.449, 0.812, -0.310, 0.135, -0.499, 0.802, -0.119, 0.686, -0.163, -0.708, -0.551, -0.674, -0.556, 0.804, -0.395, -0.744, -0.420, -0.766, -0.250, 0.248, 0.425, 0.407, 0.407, 0.474, 0.461, 0.405, 0.394, 0.406, 0.384, -1.234, -1.138, 2.610, -1.465, -1.425, -1.970, 2.878, -1.535, -2.167, -1.170, 0.394, 0.456, 0.156, 0.016, 0.464, 0.258, 0.152, 0.244, 0.557, 0.346, 0.604, 0.294, 0.267, 0.452, 0.073, 0.341, 0.450, 0.562, -0.651, 0.671, 0.339, -0.224, 0.369, -1.199, -0.402, -1.059, -0.212, 0.365, 0.490, 0.432, 0.479, 0.451]
}


Across the entries above, energy relative to the best compared isomer or geometry (same formula, charge and spin) takes the values 351.68, 0.00, 132.49, 34.49 kJ/mol, respectively.
Across the entries above, largest force on an atom takes the values 0.1287, 0.0610, 0.0057, 0.0260 hartree/bohr, respectively.